(1)
{
  "formula": "C32H67N8NbO8P",
  "method": "ωB97M-V/def2-TZVPD",
  "molar_mass_g_mol": 815.82,
  "max_force_ha_per_bohr": 0.1299,
  "e_homo_ev": -3.98,
  "e_tot_ha": -2697.3522,
  "total_charge": -1,
  "lumo_energy_ev": 1.825,
  "symbols": ["C", "C", "C", "C", "C", "Nb", "O", "C", "C", "O", "C", "C", "P", "N", "C", "C", "C", "N", "C", "C", "H", "H", "H", "H", "H", "H", "H", "H", "H", "H", "H", "H", "H", "H", "H", "H", "H", "H", "H", "H", "H", "H", "H", "H", "H", "C", "O", "N", "C", "C", "H", "H", "H", "H", "H", "H", "H", "C", "O", "N", "C", "C", "H", "H", "H", "H", "H", "H", "H", "C", "O", "N", "C", "C", "H", "H", "H", "H", "H", "H", "H", "C", "O", "N", "C", "C", "H", "H", "H", "H", "H", "H", "H", "C", "O", "N", "C", "C", "H", "H", "H", "H", "H", "H", "H", "C", "O", "N", "C", "C", "H", "H", "H", "H", "H", "H", "H"],
  "xyz": [[-3.09, 3.57, -0.59], [-2.53, 2.56, -1.24], [-1.88, 1.39, -2.13], [-0.55, 0.71, -1.46], [0.63, 1.81, -1.39], [2.10, 1.50, 0.35], [3.43, 1.37, 1.98], [3.84, 0.00, 2.26], [2.67, -0.97, 2.81], [3.66, 1.84, -1.03], [4.22, 0.60, -1.56], [3.43, -0.03, -2.82], [0.16, 1.32, 2.03], [-1.04, 2.33, 1.62], [2.03, 3.80, 0.63], [2.56, 4.78, -0.53], [2.42, 6.33, -0.25], [1.88, 6.98, 0.92], [1.45, 6.07, 1.96], [1.47, 4.50, 1.95], [-3.31, 4.38, 0.20], [-1.65, 1.85, -3.16], [-2.70, 0.57, -2.23], [-0.21, -0.13, -2.16], [-0.86, 0.25, -0.45], [1.24, 1.82, -2.39], [0.21, 2.88, -1.28], [2.17, -0.29, 0.07], [4.64, 0.07, 3.12], [4.36, -0.54, 1.39], [3.16, -1.82, 3.44], [2.05, -1.45, 1.95], [1.97, -0.39, 3.52], [5.29, 0.88, -1.95], [4.38, -0.23, -0.79], [2.80, -0.94, -2.45], [2.82, 0.72, -3.44], [4.25, -0.50, -3.51], [-0.32, -0.06, 2.06], [0.61, 1.74, 3.35], [-1.86, 1.70, 1.47], [2.99, 4.36, -1.51], [2.80, 7.03, -1.11], [1.01, 6.57, 2.92], [1.09, 3.91, 2.85], [-0.06, -2.27, -3.94], [0.75, -1.38, -3.79], [-0.34, -2.90, -5.12], [-1.32, -3.95, -5.22], [0.39, -2.50, -6.31], [-0.67, -2.64, -3.10], [-0.84, -4.87, -5.58], [-2.10, -3.65, -5.94], [-1.79, -4.15, -4.25], [1.46, -2.65, -6.14], [0.21, -1.44, -6.50], [0.07, -3.09, -7.17], [-2.65, -1.38, 2.63], [-2.52, -1.44, 1.42], [-3.45, -2.20, 3.38], [-3.55, -2.07, 4.82], [-4.21, -3.24, 2.71], [-2.12, -0.63, 3.23], [-3.23, -3.01, 5.28], [-4.59, -1.87, 5.08], [-2.93, -1.26, 5.18], [-3.52, -3.90, 2.18], [-4.88, -2.77, 1.98], [-4.79, -3.81, 3.43], [-7.34, -2.98, -0.93], [-7.53, -3.50, 0.16], [-6.73, -1.77, -1.13], [-6.53, -1.22, -2.46], [-6.25, -1.02, 0.01], [-7.66, -3.46, -1.86], [-5.46, -1.08, -2.64], [-7.04, -0.26, -2.52], [-6.94, -1.89, -3.22], [-5.52, -1.62, 0.56], [-7.10, -0.81, 0.67], [-5.79, -0.09, -0.31], [8.24, -1.72, 1.67], [8.93, -2.71, 1.52], [8.55, -0.66, 2.47], [7.68, 0.49, 2.60], [9.79, -0.68, 3.22], [7.27, -1.60, 1.15], [8.22, 1.39, 2.29], [7.38, 0.60, 3.65], [6.78, 0.38, 1.99], [10.62, -0.77, 2.52], [9.79, -1.56, 3.88], [9.90, 0.23, 3.81], [0.51, 1.49, -8.08], [-0.06, 0.70, -7.35], [1.76, 1.33, -8.60], [2.37, 2.32, -9.47], [2.51, 0.13, -8.27], [0.03, 2.44, -8.40], [2.60, 1.85, -10.43], [3.30, 2.68, -9.01], [1.70, 3.17, -9.63], [1.95, -0.74, -8.60], [2.64, 0.08, -7.19], [3.49, 0.15, -8.75], [-4.38, 0.17, 7.94], [-4.24, 0.11, 6.73], [-5.18, -0.66, 8.69], [-5.28, -0.53, 10.12], [-5.94, -1.69, 8.02], [-3.84, 0.92, 8.54], [-4.96, -1.46, 10.59], [-6.33, -0.33, 10.39], [-4.66, 0.29, 10.49], [-5.25, -2.36, 7.49], [-6.60, -1.23, 7.28], [-6.52, -2.27, 8.74]],
  "lowdin_charge": [0.014, -0.144, -0.214, -0.287, -0.360, 1.670, -0.490, -0.411, -0.170, -0.470, -0.399, -0.135, 0.467, -0.392, -0.257, -0.086, -0.172, -0.049, -0.162, -0.100, 0.041, 0.109, 0.093, 0.068, 0.062, 0.042, 0.049, -0.065, 0.098, 0.078, 0.074, 0.043, 0.045, 0.104, 0.067, 0.060, 0.067, 0.070, -0.066, -0.066, -0.065, 0.070, 0.080, 0.083, 0.039, -0.317, 0.002, -0.201, -0.071, -0.052, 0.136, 0.084, 0.086, 0.083, 0.092, 0.063, 0.086, -0.345, -0.007, -0.194, -0.076, -0.041, 0.112, 0.087, 0.074, 0.075, 0.094, 0.061, 0.088, -0.348, -0.002, -0.200, -0.061, -0.031, 0.125, 0.088, 0.090, 0.080, 0.063, 0.096, 0.096, -0.338, -0.002, -0.205, -0.056, -0.056, 0.131, 0.091, 0.090, 0.071, 0.090, 0.090, 0.084, -0.328, 0.013, -0.204, -0.067, -0.044, 0.130, 0.086, 0.090, 0.083, 0.089, 0.098, 0.086, -0.320, 0.013, -0.206, -0.067, -0.046, 0.133, 0.087, 0.087, 0.084, 0.085, 0.096, 0.086]
}


(2)
{
  "formula": "C32H68BO15S",
  "method": "ωB97M-V/def2-TZVPD",
  "molar_mass_g_mol": 735.76,
  "max_force_ha_per_bohr": 0.1036,
  "e_homo_ev": -10.09,
  "e_tot_ha": -2810.8640,
  "total_charge": 1,
  "lumo_energy_ev": -4.810,
  "symbols": ["C", "C", "C", "C", "C", "C", "S", "O", "B", "O", "O", "C", "C", "H", "H", "H", "H", "H", "H", "H", "H", "H", "H", "H", "H", "C", "O", "C", "C", "O", "C", "C", "O", "C", "H", "H", "H", "H", "H", "H", "H", "H", "H", "H", "H", "H", "H", "H", "C", "O", "C", "C", "O", "C", "C", "O", "C", "H", "H", "H", "H", "H", "H", "H", "H", "H", "H", "H", "H", "H", "H", "C", "O", "C", "C", "O", "C", "C", "O", "C", "H", "H", "H", "H", "H", "H", "H", "H", "H", "H", "H", "H", "H", "H", "C", "O", "C", "C", "O", "C", "C", "O", "C", "H", "H", "H", "H", "H", "H", "H", "H", "H", "H", "H", "H", "H", "H"],
  "xyz": [[8.43, 4.49, -0.23], [7.33, 3.28, 0.01], [6.20, 3.09, -1.20], [5.07, 1.93, -0.99], [5.01, 0.94, 0.36], [3.75, -0.13, 0.39], [2.23, 0.91, 0.90], [1.45, 1.57, -0.47], [1.64, 3.03, -0.58], [1.30, 4.04, 0.44], [2.20, 3.52, -1.89], [6.14, 1.11, 1.54], [7.32, 2.29, 1.36], [8.26, 5.44, 0.42], [9.51, 4.08, 0.00], [8.36, 4.83, -1.36], [6.18, 3.77, -2.16], [4.24, 1.80, -1.83], [3.61, -0.52, -0.72], [3.90, -1.02, 1.14], [2.82, 1.97, 1.65], [1.62, 3.77, 1.35], [2.76, 4.34, -1.75], [6.07, 0.40, 2.47], [8.15, 2.47, 2.19], [4.30, -5.07, 3.11], [5.35, -4.69, 3.99], [6.20, -3.67, 3.48], [6.37, -2.51, 4.48], [5.20, -1.74, 4.78], [4.11, -2.41, 5.43], [4.38, -2.96, 6.84], [5.34, -4.01, 6.84], [6.41, -3.81, 7.75], [4.61, -5.94, 2.53], [3.44, -5.35, 3.72], [4.00, -4.26, 2.44], [5.83, -3.26, 2.52], [7.18, -4.12, 3.30], [7.08, -1.80, 4.04], [6.84, -2.85, 5.40], [3.71, -3.18, 4.77], [3.32, -1.66, 5.52], [3.44, -3.39, 7.23], [4.67, -2.14, 7.50], [6.65, -2.75, 7.90], [7.30, -4.29, 7.33], [6.18, -4.28, 8.71], [-2.60, 0.61, -7.19], [-1.55, 0.99, -6.31], [-0.70, 2.02, -6.82], [-0.53, 3.17, -5.82], [-1.70, 3.94, -5.52], [-2.79, 3.27, -4.87], [-2.52, 2.72, -3.46], [-1.56, 1.68, -3.46], [-0.49, 1.87, -2.55], [-2.29, -0.26, -7.77], [-3.46, 0.33, -6.58], [-2.90, 1.42, -7.86], [-1.07, 2.42, -7.78], [0.28, 1.56, -7.00], [0.18, 3.88, -6.26], [-0.06, 2.83, -4.90], [-3.19, 2.50, -5.53], [-3.58, 4.02, -4.78], [-3.46, 2.30, -3.07], [-2.23, 3.55, -2.80], [-0.25, 2.94, -2.40], [0.40, 1.39, -2.97], [-0.72, 1.40, -1.59], [0.42, -5.51, 7.08], [0.15, -4.28, 7.74], [0.13, -3.15, 6.88], [-1.14, -2.30, 7.06], [-2.38, -2.92, 6.69], [-2.79, -4.07, 7.42], [-3.09, -3.87, 8.92], [-1.93, -3.51, 9.66], [-2.08, -2.34, 10.45], [1.48, -5.74, 7.15], [-0.14, -6.30, 7.60], [0.10, -5.50, 6.03], [0.23, -3.43, 5.82], [1.00, -2.53, 7.14], [-1.04, -1.43, 6.41], [-1.21, -1.90, 8.07], [-2.09, -4.89, 7.27], [-3.72, -4.40, 6.95], [-3.45, -4.82, 9.33], [-3.89, -3.13, 9.03], [-2.78, -1.62, 10.00], [-1.10, -1.86, 10.52], [-2.41, -2.62, 11.45], [-8.46, -0.51, -8.33], [-7.86, 0.64, -8.90], [-8.76, 1.46, -9.64], [-8.68, 2.94, -9.20], [-9.12, 3.24, -7.87], [-8.37, 2.67, -6.79], [-6.91, 3.12, -6.65], [-6.11, 2.69, -7.75], [-5.37, 3.74, -8.36], [-8.31, -1.37, -8.99], [-7.96, -0.72, -7.38], [-9.53, -0.37, -8.12], [-9.80, 1.12, -9.56], [-8.46, 1.39, -10.69], [-9.36, 3.50, -9.86], [-7.70, 3.36, -9.38], [-8.46, 1.59, -6.81], [-8.89, 2.99, -5.88], [-6.49, 2.65, -5.75], [-6.87, 4.20, -6.51], [-5.88, 4.70, -8.30], [-5.25, 3.48, -9.42], [-4.38, 3.80, -7.91]],
  "lowdin_charge": [-0.115, -0.146, -0.004, -0.027, -0.236, -0.275, 1.170, -0.255, -0.599, 0.104, 0.059, -0.003, 0.006, 0.091, 0.092, 0.088, 0.104, 0.103, 0.143, 0.119, 0.075, 0.106, 0.135, 0.090, 0.109, -0.104, -0.194, -0.182, -0.171, -0.145, -0.173, -0.175, -0.199, -0.105, 0.091, 0.088, 0.075, 0.111, 0.130, 0.120, 0.103, 0.099, 0.120, 0.118, 0.123, 0.088, 0.091, 0.090, -0.097, -0.204, -0.182, -0.169, -0.122, -0.168, -0.168, -0.178, -0.124, 0.088, 0.090, 0.081, 0.125, 0.124, 0.127, 0.097, 0.100, 0.128, 0.128, 0.122, 0.079, 0.100, 0.088, -0.105, -0.200, -0.192, -0.170, -0.124, -0.166, -0.179, -0.203, -0.111, 0.083, 0.091, 0.086, 0.120, 0.111, 0.123, 0.100, 0.100, 0.128, 0.127, 0.120, 0.088, 0.088, 0.087, -0.110, -0.205, -0.183, -0.168, -0.122, -0.168, -0.183, -0.210, -0.109, 0.086, 0.085, 0.087, 0.123, 0.125, 0.128, 0.098, 0.100, 0.127, 0.119, 0.120, 0.091, 0.091, 0.074]
}